Record 1
ORCA calculation (wB97M-V/def2-TZVPD) on a molecular structure, CNa5O3.

```
9
CNa5O3 | the Open Molecules 2025 dataset | wB97M-V/def2-TZVPD
Na 1.1158 -0.3843 -4.4946
Na -1.4598 0.6722 3.7423
Na 4.5015 -1.4079 0.8224
Na 2.8895 4.0105 1.7285
Na -5.3562 -1.9548 0.5977
O 0.2857 -1.1781 -0.4579
O -1.5599 -0.3529 -1.1094
O 0.1032 0.8445 -0.3000
C -0.5197 -0.2491 -0.5289
```

As for the HOMO energy: -11.68 eV. For the energy relative to the best compared isomer or geometry (same formula, charge and spin), the calculation gives 137.7 kcal per mole. Its net charge is +3. Its largest force on an atom is 5.9 eV/A. For the HOMO-LUMO gap, the calculation gives 2.985 eV. Its total energy is -1074.36768 a.u.

Record 2
ORCA calculation (wB97M-V/def2-TZVPD) on C4H9N3O2 in the gas phase.

```
18
C4H9N3O2 | the Open Molecules 2025 dataset | wB97M-V/def2-TZVPD
O -0.4746 1.2211 0.1994
O 1.4515 -1.4384 -0.8255
N 1.1989 2.3384 1.2682
N -1.8309 -0.5445 -0.4391
N -0.4337 0.2332 -1.9888
C -0.5371 0.0446 -0.5695
C 0.6028 -0.9832 -0.0536
C 0.7527 1.7975 0.1954
C 0.5337 -1.4373 1.3855
H -0.4953 -1.6030 1.7113
H 0.5242 2.1777 2.0221
H 0.9873 -0.6780 2.0269
H -2.3185 -0.0224 0.2860
H -0.5143 -0.6969 -2.4058
H 1.2606 1.8591 -0.7745
H 1.0759 -2.3803 1.4967
H 0.5291 0.4822 -2.2153
H -2.3123 -0.3699 -1.3195
```

As for the HOMO energy: -9.70 eV. For the energy relative to the best compared isomer or geometry (same formula, charge and spin), the calculation gives 34.5 kcal per mole. Its largest force on an atom is 2.6 eV/A. For the HOMO-LUMO gap, the calculation gives 10.557 eV. Its total energy is -472.53866 a.u.

Record 3
ORCA calculation (wB97M-V/def2-TZVPD) on a molecular structure, C44H39BMnN8S2.

```
95
C44H39BMnN8S2 | the Open Molecules 2025 dataset | wB97M-V/def2-TZVPD
Mn 0.2106 0.4411 0.4790
S 2.1013 -1.5427 -2.1516
S -1.9952 0.8844 -0.7898
N -4.8546 -4.1700 -2.7444
N 0.0697 -1.4069 1.5017
N 0.3356 1.3005 2.5107
N 1.4424 -1.5088 1.5773
N -1.7126 -6.3085 -1.7227
N 1.9307 1.6462 0.1110
N 2.7589 0.6846 0.6296
N 1.4945 0.6787 2.8771
C -2.2705 2.5481 2.4215
C -1.4674 -3.7162 -1.9868
C -3.5886 -4.2862 0.3791
C 1.7748 -2.8179 1.6846
C -1.4925 2.5301 3.5722
C 1.6653 0.7778 4.2082
C 4.0043 0.8601 0.1322
C -2.7876 -1.8540 1.4680
C -0.2013 1.7856 3.6102
C -3.1431 3.8931 4.6906
C 2.8625 4.4416 -2.0768
C 0.7444 0.8176 -4.1114
C 3.9822 1.9435 -0.7154
C -0.4278 -0.7646 -2.4870
C -2.2612 -4.0786 0.7246
C -0.4173 -2.6238 1.5028
C 0.9383 5.6632 -2.8355
C 0.6059 1.4971 4.7229
C -2.6411 -2.9414 -2.2360
C 0.6616 3.6646 -1.5133
C -1.9361 3.2033 4.7036
C 2.3163 5.5136 -2.7728
C -0.1962 -3.3067 -1.7126
C 2.8353 0.1802 4.9155
C -1.8564 -2.8632 1.2641
C -3.4813 3.2326 2.4087
C 0.2990 -1.9473 -1.9443
C 2.6498 2.3907 -0.6930
C -1.6672 0.4012 -4.3795
C 0.5936 -0.6486 -1.3714
C -3.8582 -3.6150 -2.5192
C 5.1205 -0.0853 0.4204
C -3.9176 3.9071 3.5391
C -4.1185 -2.0661 1.1345
C -4.5193 -3.2779 0.5892
C -0.3441 -0.2521 -3.9573
C 2.0414 3.5218 -1.4374
C 0.6251 -3.5636 1.6448
C 0.1162 4.7348 -2.2128
C -1.6294 -5.1676 -1.8617
C -0.0829 -1.4303 -4.8982
C 3.1966 -3.2615 1.7428
C -2.7465 -1.5287 -1.8667
C -1.7751 -0.6063 -1.8010
B 2.3179 -0.2273 1.8607
H 3.2395 -4.3438 1.8609
H -2.4984 -0.3024 -4.3185
H -0.9613 4.8185 -2.2795
H -1.9068 1.2560 -3.7424
H 2.8033 0.4557 5.9694
H -1.9627 2.0084 1.5321
H 1.7367 0.4140 -3.9166
H -3.4748 4.4157 5.5796
H 2.9684 6.2238 -3.2670
H -1.5258 -4.8419 0.5034
H 0.5061 6.4963 -3.3773
H -0.0515 -1.0859 -5.9404
H -0.8792 -2.1732 -4.8016
H 4.9148 -1.0496 -0.0502
H -3.8784 -5.2110 -0.1030
H 0.0013 2.9177 -1.0811
H 0.8650 -1.9116 -4.6563
H 3.7010 -2.9944 0.8110
H 3.7382 -2.7976 2.5689
H -1.3360 3.1985 5.6053
H 0.5525 -4.6381 1.6528
H 5.2520 -0.2563 1.4885
H 3.7784 0.5288 4.4939
H 0.5284 -4.0550 -1.4179
H -4.8320 -1.2620 1.2657
H -3.7255 -1.2384 -1.4818
H 2.8256 -0.9085 4.8420
H -5.5505 -3.4268 0.2933
H 0.4437 1.7523 5.7562
H -2.4642 -0.8905 1.8412
H 3.3244 -0.5932 2.3933
H -1.5741 0.7476 -5.4158
H 4.8065 2.3161 -1.2987
H 3.9380 4.3232 -2.0346
H 0.7174 1.2267 -5.1297
H -4.0761 3.2159 1.5044
H -4.8618 4.4389 3.5255
H 0.5635 1.6390 -3.4138
H 6.0494 0.3110 0.0109
```

Its expectation value of S² is 8.758. As for the HOMO energy (alpha / beta): -0.22 / -0.27 eV. As for the spin multiplicity: 6. For the energy relative to the best compared isomer or geometry (same formula, charge and spin), the calculation gives 78.0 kcal per mole. Its net charge is -2. Its largest force on an atom is 3.4 eV/A. For the HOMO-LUMO gap (alpha / beta), the calculation gives 4.045 / 4.102 eV. Its total energy is -4110.46542 a.u.

Record 4
ORCA calculation (wB97M-V/def2-TZVPD) on a molecular structure, C4H4O2.

```
10
C4H4O2 | the Open Molecules 2025 dataset | wB97M-V/def2-TZVPD
O -0.2709 -0.1319 1.1879
O 0.0051 -2.0629 0.6338
C 0.1017 1.2249 -0.5519
C -0.0384 -0.8457 0.1450
C 0.1452 -0.1258 -0.9747
C -0.0629 1.0744 0.7825
H 0.7720 -0.3848 -1.8176
H 0.0297 2.2795 -0.9486
H -0.3344 1.8568 1.5539
H -0.3472 -2.8845 -0.0104
```

As for the HOMO energy: -8.16 eV. For the energy relative to the best compared isomer or geometry (same formula, charge and spin), the calculation gives 45.4 kcal per mole. Its largest force on an atom is 7.3 eV/A. For the HOMO-LUMO gap, the calculation gives 8.668 eV. Its total energy is -305.20717 a.u.

Record 5
ORCA calculation (wB97M-V/def2-TZVPD) on C5H14N2 in the gas phase.

```
21
C5H14N2 | the Open Molecules 2025 dataset | wB97M-V/def2-TZVPD
N -1.2234 1.8192 -1.3264
N 0.2455 -1.8697 2.4973
C -0.4087 -1.0973 1.4469
C 1.1808 1.6992 -1.1065
C 0.5290 -1.1649 0.2001
C -0.0834 1.0363 -0.7639
C -0.0861 -0.4079 -1.0250
H -0.6329 -0.1067 1.6473
H -0.2066 -2.7661 2.6077
H 0.2636 -1.5151 3.3998
H 1.8931 1.0167 -1.4420
H 1.4998 2.5240 -0.4789
H -1.1244 -0.7253 -1.1260
H -0.4085 1.2319 0.2535
H 1.4802 -0.6013 0.3777
H 0.8206 -2.1572 -0.2078
H -2.0766 1.5910 -0.7988
H -1.5451 1.2507 -2.1515
H 0.9220 2.4167 -1.9948
H -1.3399 -1.5413 1.1575
H 0.5099 -0.6567 -1.9498
```

As for the HOMO energy: -9.24 eV. For the energy relative to the best compared isomer or geometry (same formula, charge and spin), the calculation gives 41.6 kcal per mole. Its largest force on an atom is 4.5 eV/A. For the HOMO-LUMO gap, the calculation gives 10.277 eV. Its total energy is -308.35680 a.u.

Record 6
ORCA calculation (wB97M-V/def2-TZVPD) on a molecular structure, C2H9N2.

```
13
C2H9N2 | the Open Molecules 2025 dataset | wB97M-V/def2-TZVPD
N -1.2241 -0.0008 -1.4986
N 0.2200 -0.1545 0.5587
C -0.2586 -0.6348 1.6018
C 1.5147 0.5110 0.2832
H 0.2634 -0.4882 2.5556
H -1.1984 -1.2010 1.5907
H 1.9819 0.6267 1.2653
H -1.4595 0.9895 -1.6334
H -0.5654 -0.1205 -0.4959
H -2.0823 -0.5578 -1.4151
H -0.6464 -0.3521 -2.2926
H 2.1300 -0.1046 -0.3686
H 1.3248 1.4869 -0.1512
```

Its expectation value of S² is 0.758. As for the HOMO energy (alpha / beta): -22.78 / -23.19 eV. As for the spin multiplicity: 2. For the energy relative to the best compared isomer or geometry (same formula, charge and spin), the calculation gives 46.3 kcal per mole. Its net charge is +2. Its largest force on an atom is 2.9 eV/A. For the HOMO-LUMO gap (alpha / beta), the calculation gives 12.705 / 8.249 eV. Its total energy is -190.29221 a.u.

Record 7
ORCA calculation (wB97M-V/def2-TZVPD) on a molecular structure, C29H29CdN10O2S2.

```
73
C29H29CdN10O2S2 | the Open Molecules 2025 dataset | wB97M-V/def2-TZVPD
Cd -0.8774 -0.7603 0.1037
S -2.6707 0.9750 -3.1774
S -2.1923 -2.7378 -2.1183
O -0.8204 -3.0142 -2.5925
O 2.3687 -2.6456 2.3899
N 1.0390 0.0659 -1.4373
N 0.5398 -2.2086 1.0431
N 0.7933 0.4235 1.5527
N -2.4392 -1.8397 -0.9804
N -2.1497 0.1443 1.8434
N -1.8436 -3.5235 1.6028
N -0.8138 2.7941 -3.5991
N 1.6587 -0.5531 -3.4843
N -1.6922 1.6979 -0.4085
N -1.2858 2.5135 -1.3990
C 5.1015 0.0509 -2.2562
C 4.1627 -0.3249 -3.1997
C 2.4267 0.0957 -1.5243
C -2.1181 2.2760 0.6685
C -3.0882 -3.9928 1.6663
C -2.3153 3.7618 0.7902
C 0.4175 -3.5948 0.6635
C 3.3843 0.4923 -0.5955
C -2.4267 1.4523 1.8547
C 2.8039 1.3944 3.1879
C -0.9900 -4.1196 0.7770
C -2.8690 -0.0745 4.1048
C -2.9620 2.0436 3.0050
C -2.3548 -0.5945 2.9287
C -1.5218 2.1171 -2.6386
C 1.6372 -0.4126 2.1539
C 1.5189 -1.9028 1.8693
C 4.7135 0.4606 -0.9732
C -3.5477 -5.0727 0.9371
C -3.1810 1.2744 4.1313
C 0.9444 1.7316 1.7409
C -2.6523 -5.6995 0.0792
C 2.8315 -0.2945 -2.8072
C 1.9349 2.2679 2.5452
C 1.5633 3.3855 -3.2517
C 0.6402 -0.3388 -2.6132
C 0.1214 3.8658 -3.3501
C -1.3652 -5.2154 -0.0041
C 2.6572 0.0357 2.9894
H -3.0079 -0.7104 4.9668
H -1.7326 4.1760 1.6184
H -3.7594 -3.4643 2.3370
H -3.5865 1.7301 5.0269
H -1.1071 2.5930 -4.5405
H 6.1521 0.0329 -2.5141
H -4.5753 -5.3965 1.0221
H -2.0032 4.2376 -0.1343
H 3.0965 0.8230 0.3948
H 1.5492 -0.9426 -4.4036
H 3.3071 -0.7034 3.4329
H 0.0156 4.6050 -4.1511
H 2.0206 3.3402 2.6591
H 1.0768 -4.2215 1.2777
H -0.6486 -5.6463 -0.6903
H -3.1950 3.0964 3.0142
H 0.2534 2.3746 1.2065
H 5.4720 0.7558 -0.2610
H 4.4544 -0.6316 -4.1957
H 1.6827 2.7409 -2.3823
H -3.3647 4.0070 0.9741
H -2.0701 -1.6371 2.8348
H -0.3905 -0.4597 -2.9140
H 3.5937 1.7745 3.8245
H 1.8489 2.8147 -4.1371
H 0.7192 -3.7259 -0.3832
H -2.9654 -6.5370 -0.5322
H -0.1661 4.3450 -2.4152
H 2.2484 4.2301 -3.1532
```

As for the HOMO energy: -4.31 eV. For the energy relative to the best compared isomer or geometry (same formula, charge and spin), the calculation gives 13.1 kcal per mole. Its net charge is -1. Its largest force on an atom is 0.6 eV/A. For the HOMO-LUMO gap, the calculation gives 6.955 eV. Its total energy is -2784.79063 a.u.

Record 8
ORCA calculation (wB97M-V/def2-TZVPD) on 4 unconnected molecules or ions with the total composition C22H34FN8O4.

```
69
C22H34FN8O4 | the Open Molecules 2025 dataset | wB97M-V/def2-TZVPD
F 0.6074 -3.3176 -0.3571
O 1.4812 -2.8875 -2.5748
O -4.3274 -2.0737 -1.1582
O 5.8978 -1.8016 1.9501
O 2.3045 0.4857 2.9480
N -3.8732 -3.2046 0.7247
N -0.6927 -0.8273 -3.1402
N 7.6566 -0.4559 1.5952
N -2.8133 0.4415 -2.6289
N 0.2129 5.7423 -2.9820
N -4.4921 2.5189 0.5484
N 2.4049 -1.5246 1.9586
N -0.7189 1.1539 -1.4214
C -0.4643 2.5534 -1.9366
C -5.4290 3.5197 -1.9223
C -0.8355 3.1520 -3.4043
C -4.1321 -3.7765 2.0244
C 6.3335 -0.6562 1.8559
C -4.7191 -2.4890 -0.0697
C -5.2661 3.4402 -0.3294
C 0.3004 3.6832 -1.0480
C 2.5704 -0.7108 3.0398
C -0.9429 -2.0817 -2.3191
C 8.3623 0.7945 1.4473
C -4.6125 2.4821 -2.8729
C -6.1152 -2.2339 0.4257
C -1.4653 0.2865 -2.4104
C -3.7070 1.4833 -1.9611
C 5.4502 0.5490 2.0195
C -0.4410 4.6615 -3.7703
C 3.0786 -1.3190 4.3170
C 2.6561 -2.9423 1.8565
C 0.5342 5.1477 -1.6553
C 0.4438 -2.7731 -1.7349
C -3.7617 1.5961 -0.3634
H 4.4256 0.2237 2.2227
H 8.8126 0.8131 0.4518
H -3.0915 0.7940 0.2183
H 1.7209 -3.4320 1.5738
H 3.3948 -3.0988 1.0665
H 5.4483 1.1406 1.1004
H -6.6387 -3.1815 0.5772
H -1.6644 -1.8744 -1.3940
H -3.2577 -0.2238 -3.3212
H -0.7190 4.9984 -4.8840
H -3.9669 -4.8547 1.9584
H -1.4790 -2.9298 -2.9643
H 2.0597 -1.0377 1.1396
H 3.1564 -0.5424 5.0837
H 8.1812 -1.3177 1.4992
H -2.9534 -3.3318 0.3185
H 0.3273 -0.5870 -3.1884
H 0.6603 3.4258 0.0440
H -1.3906 2.4726 -4.1903
H 0.2506 0.7427 -1.2692
H -6.0845 -1.6614 1.3563
H -6.1367 4.3289 -2.4076
H 9.1548 0.8265 2.1991
H 4.0714 -1.7484 4.1593
H -3.4174 -3.3476 2.7311
H -5.1484 -3.5831 2.3698
H -5.8748 4.2685 0.2827
H -6.6646 -1.6514 -0.3198
H 7.7084 1.6589 1.5687
H 1.0689 5.9200 -0.9146
H -4.6396 2.4726 -4.0423
H 5.7934 1.1542 2.8626
H 2.3832 -2.0845 4.6709
H 3.0240 -3.3687 2.7904
```

As for the HOMO energy: -10.95 eV. Its net charge is +1. Its largest force on an atom is 9.7 eV/A. For the HOMO-LUMO gap, the calculation gives 6.403 eV. Its total energy is -1696.85443 a.u.